Record 1
# C6H12N2

A 2-piece molecular cluster, C6H12N2 overall in a non-equilibrium geometry (ωB97M-V/def2-TZVPD, the Open Molecules 2025 dataset).

Element x y z (Å)
C: 0.27 -0.51 -2.37
C: 0.89 0.44 -1.40
C: 0.35 1.60 -0.91
N: 1.37 2.17 -0.18
C: 2.48 1.41 -0.35
N: 2.21 0.32 -1.04
H: -0.24 0.04 -3.17
H: -0.43 -1.25 -1.98
H: 1.07 -1.05 -2.87
H: -0.62 2.06 -0.99
H: 1.39 3.04 0.32
H: 3.47 1.77 -0.13
C: -1.09 -0.84 2.33
C: -1.94 -1.72 1.40
H: -0.96 -1.26 3.33
H: -0.14 -0.47 1.95
H: -1.61 0.11 2.51
H: -1.63 -1.66 0.36
H: -1.85 -2.76 1.73
H: -2.99 -1.44 1.48

Results
Structure (SMILES): Cc1c[nH]cn1.CC
Energy above the lowest of the compared OMol25 structures with the same formula, charge and spin in kJ/mol: 28.58
Electronic energy in eV: -9396.5536
LUMO in eV: 0.9
Kohn-Sham gap in eV: 9.483

---

Record 2
# FHO2PSm

FHO2PSm as an isolated structure in a non-equilibrium geometry (ωB97M-V/def2-TZVPD, the Open Molecules 2025 dataset).

Element x y z (Å)
P: -1.28 -1.63 0.37
O: -1.44 -1.72 -1.17
O: -0.54 -0.18 0.09
F: 2.70 2.71 1.09
Sm: 1.29 1.22 0.82
H: -0.73 -0.41 -1.20

Results
Multiplicity: 6
Energy above the lowest of the compared OMol25 structures with the same formula, charge and spin in kJ/mol: 93.20
Electronic energy in eV: -34002.0696
LUMO (alpha / beta) in eV: -13.5 / -11.1
Net charge: +2
Kohn-Sham gap (alpha / beta) in eV: 6.972 / 9.344

---

Record 3
# C29H40BrN3O8Ta

C29H40BrN3O8Ta as an isolated structure (ωB97M-V/def2-TZVPD, the Open Molecules 2025 dataset).

Element x y z (Å)
Ta: -0.89 -1.30 0.33
C: -3.80 -4.85 -1.34
N: -3.25 -3.79 -2.19
C: -3.46 -3.94 -3.64
C: -2.63 -2.76 -1.69
O: -2.43 -2.60 -0.44
C: -2.10 -1.65 -2.58
O: -1.80 -0.56 -1.71
C: -2.84 0.43 -1.63
C: -2.99 0.81 -0.17
O: -2.46 0.01 0.67
N: -3.65 1.87 0.18
C: -4.25 2.77 -0.81
C: -3.78 2.27 1.59
H: -4.84 -5.02 -1.61
H: -3.74 -4.56 -0.29
H: -3.24 -5.77 -1.51
H: -3.53 -5.01 -3.85
H: -2.62 -3.54 -4.20
H: -4.39 -3.46 -3.94
H: -2.79 -1.34 -3.36
H: -1.16 -1.97 -3.05
H: -3.79 0.02 -1.98
H: -2.56 1.28 -2.25
H: -4.67 2.21 -1.65
H: -3.52 3.49 -1.17
H: -5.07 3.30 -0.33
H: -3.21 1.59 2.22
H: -4.83 2.24 1.87
H: -3.40 3.28 1.70
O: -2.26 -3.31 3.90
C: -1.71 -2.96 2.79
O: -1.90 -1.87 2.23
C: -0.80 -3.92 2.14
C: -0.47 -5.20 2.55
C: 0.36 -5.95 1.71
C: 0.78 -5.42 0.50
C: 0.40 -4.12 0.18
N: -0.35 -3.40 1.00
C: 0.64 -3.41 -1.12
O: 1.06 -3.91 -2.11
O: 0.23 -2.13 -1.03
H: -2.85 -2.62 4.28
H: -0.85 -5.59 3.48
H: 0.65 -6.95 2.00
H: 1.39 -5.98 -0.20
C: 4.51 4.27 2.33
C: 4.82 2.81 1.99
C: 5.38 2.12 3.23
C: 5.87 2.75 0.87
C: 3.54 2.14 1.49
C: 2.99 1.03 2.13
C: 1.85 0.50 1.58
Br: 1.00 -1.02 2.35
C: 1.19 0.98 0.45
O: 0.09 0.26 0.05
C: 1.71 2.11 -0.19
C: 2.89 2.63 0.37
C: 1.15 2.82 -1.42
C: 2.12 2.61 -2.60
C: 1.01 4.33 -1.13
C: -0.23 2.32 -1.84
H: 5.42 4.77 2.69
H: 3.76 4.34 3.12
H: 4.15 4.83 1.47
H: 6.29 2.63 3.55
H: 5.65 1.08 3.04
H: 4.68 2.16 4.07
H: 6.79 3.23 1.22
H: 5.55 3.28 -0.03
H: 6.11 1.72 0.60
H: 3.44 0.60 3.01
H: 3.32 3.49 -0.12
H: 3.11 3.00 -2.37
H: 1.75 3.13 -3.48
H: 2.23 1.55 -2.83
H: 1.97 4.80 -0.91
H: 0.35 4.50 -0.28
H: 0.59 4.83 -2.00
H: -0.20 1.28 -2.17
H: -0.58 2.94 -2.68
H: -0.94 2.43 -1.01

Results
Electronic energy in eV: -123147.9472
LUMO in eV: -9.7
Net charge: +3
Kohn-Sham gap in eV: 6.312

---

Record 4
# C4H10NO

A 2-piece molecular cluster, C4H10NO overall in a non-equilibrium geometry (ωB97M-V/def2-TZVPD, the Open Molecules 2025 dataset).

Element x y z (Å)
C: 1.29 -0.83 0.41
C: -0.10 -0.81 -0.13
C: -0.71 -1.28 -1.23
C: -0.69 0.46 1.99
N: -0.86 0.06 0.74
H: 1.86 -1.53 -0.19
H: 1.27 -1.07 1.56
H: 1.82 0.19 0.49
H: -1.82 -1.33 -1.24
H: -0.09 -1.68 -2.08
H: -1.22 1.34 2.24
H: 0.11 0.22 2.73
H: -1.87 0.23 0.40
H: 0.54 1.41 -2.36
H: 0.08 2.75 -1.87
O: 0.39 1.85 -1.48

Results
Multiplicity: 2
Energy above the lowest of the compared OMol25 structures with the same formula, charge and spin in kJ/mol: 131.70
Electronic energy in eV: -7844.4122
LUMO (alpha / beta) in eV: 0.7 / 0.7
Kohn-Sham gap (alpha / beta) in eV: 6.537 / 9.293

---

Record 5
# C23H17F6N6OSSbSeTl

C23H17F6N6OSSbSeTl as an isolated structure (ωB97M-V/def2-TZVPD, the Open Molecules 2025 dataset).

Element x y z (Å)
Tl: 0.51 0.17 -0.28
C: -0.02 -2.96 -4.25
C: 0.29 -2.84 -2.79
C: 1.60 -3.02 -2.31
C: 1.90 -2.88 -0.97
C: 0.89 -2.56 -0.06
C: -0.44 -2.43 -0.52
C: -0.72 -2.56 -1.87
H: -0.36 -3.97 -4.47
H: 0.87 -2.77 -4.86
H: -0.81 -2.27 -4.54
H: 2.39 -3.27 -3.01
H: 2.91 -3.04 -0.62
H: 1.09 -2.54 1.01
H: -1.24 -2.29 0.19
H: -1.74 -2.44 -2.22
Se: -1.85 2.75 6.74
N: -0.28 2.10 6.17
C: -0.48 1.63 4.98
C: 0.55 1.02 4.17
C: 1.86 0.86 4.63
C: 2.79 0.28 3.79
C: 2.38 -0.10 2.52
N: 1.14 0.05 2.08
C: 0.22 0.59 2.88
C: -1.18 0.70 2.38
N: -1.44 0.23 1.16
C: -2.69 0.27 0.69
C: -3.75 0.82 1.41
C: -3.51 1.33 2.66
C: -2.20 1.26 3.17
C: -1.87 1.75 4.47
N: -2.72 2.32 5.28
H: 2.13 1.19 5.62
H: 3.81 0.12 4.10
H: 3.09 -0.55 1.83
H: -2.85 -0.13 -0.30
H: -4.74 0.84 0.96
H: -4.29 1.78 3.25
F: -1.13 0.18 -1.80
Sb: -2.27 1.43 -2.94
F: -3.64 0.26 -2.35
F: -2.49 2.39 -1.32
F: -3.34 2.54 -3.96
F: -0.64 2.33 -3.22
F: -1.81 0.24 -4.32
O: 0.13 4.40 -0.63
C: 0.37 3.31 -0.31
N: 0.67 2.21 0.09
S: 2.81 0.37 -4.34
C: 3.95 0.17 -3.09
C: 3.32 0.02 -1.90
N: 1.95 0.07 -2.00
C: 1.55 0.25 -3.24
H: 5.01 0.18 -3.28
H: 3.79 -0.11 -0.94
H: 0.51 0.33 -3.53

Results
Multiplicity: 2
Energy above the lowest of the compared OMol25 structures with the same formula, charge and spin in kJ/mol: 97.59
Electronic energy in eV: -138819.2554
LUMO (alpha / beta) in eV: -7.8 / -10.8
Net charge: +2
Kohn-Sham gap (alpha / beta) in eV: 7.037 / 3.978

---

Record 6
# C21H27BF17NO8

A 3-piece molecular cluster, C21H27BF17NO8 overall in a non-equilibrium geometry (ωB97M-V/def2-TZVPD, the Open Molecules 2025 dataset).

Element x y z (Å)
C: -0.60 -1.15 1.00
N: 0.05 -0.95 -0.30
C: -0.89 -0.27 -1.22
B: 0.39 -2.26 -0.88
O: -0.65 -3.10 -1.13
C: 1.89 -2.69 -1.25
C: 2.14 -4.02 -0.56
F: 1.08 -4.87 -0.57
O: 2.33 -3.63 0.79
C: 2.63 -2.30 0.84
O: 2.55 -1.63 1.84
C: 3.03 -1.95 -0.60
O: 4.25 -2.74 -0.74
C: 3.42 -0.52 -0.93
C: 2.41 0.44 -1.57
C: 2.05 1.56 -0.62
C: 1.24 2.66 -1.31
O: -0.01 2.97 -0.65
C: 0.11 3.43 0.59
O: -0.86 3.67 1.28
H: -1.61 -1.52 0.89
H: -0.66 -0.21 1.53
H: -0.06 -1.86 1.61
H: -1.92 -0.53 -1.01
H: -0.74 0.79 -1.15
H: -0.67 -0.54 -2.24
H: -0.58 -3.54 -1.99
H: 1.89 -2.74 -2.34
H: 2.96 -4.60 -0.95
H: 4.91 -2.28 -0.21
H: 3.79 -0.07 -0.02
H: 4.28 -0.58 -1.58
H: 1.53 -0.03 -1.97
H: 2.91 0.92 -2.40
H: 2.99 2.01 -0.33
H: 1.57 1.19 0.27
H: 0.98 2.32 -2.30
H: 1.81 3.57 -1.42
H: 1.12 3.56 0.97
F: -6.63 -5.11 -2.93
C: -6.97 -6.41 -2.89
F: -8.13 -6.52 -2.20
C: -5.91 -7.28 -2.19
F: -5.89 -7.03 -0.86
F: -6.36 -8.56 -2.35
C: -4.47 -7.28 -2.74
O: -3.46 -6.46 -2.15
C: -3.28 -5.13 -2.47
F: -3.95 -4.78 -3.58
F: -1.96 -5.00 -2.76
C: -3.56 -4.19 -1.28
F: -4.78 -4.40 -0.76
F: -3.51 -2.91 -1.73
H: -7.13 -6.77 -3.91
H: -4.11 -8.28 -2.52
H: -4.47 -7.19 -3.82
H: -2.81 -4.33 -0.50
F: 0.11 6.77 4.09
C: 0.54 5.54 3.76
F: 0.25 4.71 4.79
C: 2.06 5.49 3.52
F: 2.74 5.66 4.67
F: 2.30 4.22 3.09
C: 2.66 6.41 2.44
O: 3.24 7.66 2.78
C: 2.52 8.82 2.96
F: 1.26 8.70 2.50
F: 3.13 9.77 2.23
C: 2.56 9.34 4.41
F: 2.20 8.39 5.30
F: 1.70 10.38 4.52
H: 0.00 5.20 2.87
H: 3.51 5.85 2.06
H: 1.97 6.52 1.60
H: 3.57 9.67 4.65

Results
Structure (SMILES): CN(C)B(O)[C@@H]1[C@H](F)OC(=O)[C@]1(O)CCCCOC=O.FC(F)C(F)(F)COC(F)(F)C(F)F.FC(F)C(F)(F)COC(F)(F)C(F)F
Energy above the lowest of the compared OMol25 structures with the same formula, charge and spin in kJ/mol: 0.00
Electronic energy in eV: -86959.2738
LUMO in eV: 0.2
Kohn-Sham gap in eV: 9.395

---

Record 7
# C28H55AsBF6N4P2Rb

C28H55AsBF6N4P2Rb as an isolated structure in a non-equilibrium geometry (ωB97M-V/def2-TZVPD, the Open Molecules 2025 dataset).

Element x y z (Å)
Rb: -0.40 -0.16 0.41
C: 0.43 0.23 4.52
C: 1.82 -0.26 4.07
C: 1.72 -1.78 3.87
C: 2.87 0.04 5.14
P: 2.09 0.57 2.41
C: 2.06 2.37 2.89
N: 0.91 3.02 2.28
B: -0.05 2.50 1.38
N: -0.88 3.58 0.97
C: -1.97 3.58 0.02
P: -1.64 2.32 -1.32
C: -0.67 3.36 -2.58
C: 0.50 3.99 -1.83
C: -1.46 4.45 -3.30
C: -0.10 2.37 -3.60
C: -3.40 2.01 -1.92
C: -3.96 1.02 -0.89
C: -4.32 3.23 -2.00
C: -3.35 1.31 -3.28
C: -0.45 4.73 1.65
C: -0.93 6.03 1.63
C: -0.27 6.98 2.40
C: 0.83 6.63 3.18
C: 1.31 5.33 3.22
C: 0.66 4.38 2.45
C: 3.88 0.39 1.83
C: 3.88 1.08 0.46
C: 4.98 0.99 2.70
C: 4.16 -1.11 1.62
H: 0.15 -0.29 5.45
H: -0.33 -0.01 3.77
H: 0.40 1.30 4.72
H: 1.39 -2.25 4.80
H: 2.68 -2.22 3.60
H: 0.99 -2.04 3.09
H: 2.50 -0.29 6.12
H: 3.10 1.10 5.22
H: 3.79 -0.51 4.94
H: 2.97 2.86 2.54
H: 2.03 2.48 3.98
H: -2.09 4.57 -0.43
H: -2.91 3.33 0.51
H: 0.18 4.80 -1.17
H: 1.21 4.42 -2.55
H: 1.04 3.25 -1.23
H: -1.94 5.13 -2.60
H: -2.23 4.03 -3.96
H: -0.78 5.03 -3.93
H: 0.53 1.63 -3.10
H: 0.53 2.90 -4.33
H: -0.88 1.85 -4.16
H: -3.91 1.40 0.13
H: -3.43 0.07 -0.93
H: -5.01 0.81 -1.12
H: -4.47 3.70 -1.03
H: -5.30 2.90 -2.36
H: -3.95 3.98 -2.69
H: -2.65 0.47 -3.26
H: -3.07 1.99 -4.09
H: -4.34 0.90 -3.51
H: -1.79 6.31 1.04
H: -0.62 8.00 2.40
H: 1.32 7.39 3.78
H: 2.16 5.07 3.83
H: 3.67 2.15 0.55
H: 3.13 0.64 -0.20
H: 4.86 0.98 -0.01
H: 4.82 2.04 2.92
H: 5.94 0.91 2.18
H: 5.08 0.46 3.65
H: 3.30 -1.61 1.17
H: 4.38 -1.60 2.57
H: 5.03 -1.24 0.97
F: -1.82 -1.81 -0.95
As: -2.32 -2.65 0.61
F: -2.48 -1.03 1.32
F: -3.93 -2.62 0.07
F: -2.65 -3.37 2.11
F: -1.97 -4.14 -0.18
F: -0.55 -2.52 1.01
N: 2.07 -2.87 -4.33
C: 0.60 -2.79 -4.02
C: 0.39 -1.60 -3.08
N: 1.20 -1.68 -1.87
C: 2.61 -1.85 -2.17
C: 2.89 -3.04 -3.08
H: 2.35 -1.99 -4.78
H: 2.26 -3.62 -5.00
H: 0.31 -3.72 -3.53
H: 0.05 -2.67 -4.94
H: -0.67 -1.56 -2.80
H: 0.63 -0.67 -3.60
H: 0.85 -2.43 -1.27
H: 3.17 -1.97 -1.24
H: 2.97 -0.93 -2.65
H: 2.57 -3.97 -2.61
H: 3.94 -3.11 -3.35

Results
Multiplicity: 2
Electronic energy in eV: -132941.1198
LUMO (alpha / beta) in eV: -3.2 / -3.2
Net charge: +1
Kohn-Sham gap (alpha / beta) in eV: 6.499 / 6.736

---

Record 8
# C10H18Cl2HfO

C10H18Cl2HfO as an isolated structure in a non-equilibrium geometry (ωB97M-V/def2-TZVPD, the Open Molecules 2025 dataset).

Element x y z (Å)
Hf: 1.73 -0.31 0.00
Cl: 1.43 -2.67 -0.25
Cl: 2.80 0.51 2.08
C: 3.53 -0.10 -0.84
H: 3.80 0.98 -0.93
H: 3.59 -0.54 -1.91
C: -0.46 1.18 -0.86
C: 0.56 0.65 -1.51
H: -0.36 2.05 -0.15
C: 0.38 -0.60 -2.47
H: 1.76 1.08 -1.70
C: -0.94 -0.41 -3.28
H: 1.25 -0.68 -3.16
H: 0.31 -1.63 -2.02
C: -2.12 -0.21 -2.32
H: -0.81 0.46 -3.92
H: -1.13 -1.27 -3.93
C: -1.88 0.87 -1.14
H: -3.01 0.10 -2.91
H: -2.37 -1.18 -1.84
H: -2.44 1.75 -1.47
H: -2.37 0.43 -0.27
C: 0.61 -0.82 3.90
C: -0.16 -0.06 2.87
C: -1.33 0.74 3.37
O: 0.07 -0.07 1.65
H: 0.14 -0.67 4.87
H: 1.64 -0.46 3.96
H: 0.62 -1.90 3.70
H: -1.23 1.78 3.06
H: -2.25 0.34 2.94
H: -1.39 0.68 4.45

Results
Energy above the lowest of the compared OMol25 structures with the same formula, charge and spin in kJ/mol: 335.98
Electronic energy in eV: -39059.4701
LUMO (alpha / beta) in eV: -0.2 / -0.2
Kohn-Sham gap (alpha / beta) in eV: 6.309 / 6.309

---

Record 9
# C23H31BBrN4O21

A 7-piece molecular cluster, C23H31BBrN4O21 overall in a non-equilibrium geometry (ωB97M-V/def2-TZVPD, the Open Molecules 2025 dataset).

Element x y z (Å)
C: 6.71 -0.71 -1.06
C: 6.00 0.15 -1.95
N: 4.97 0.64 -2.99
C: 3.71 0.99 -2.57
N: 3.38 0.93 -1.09
C: 1.92 1.38 -1.11
O: 0.99 1.53 0.05
N: 1.45 1.68 -2.54
B: 0.03 2.12 -2.96
O: -0.56 1.80 -4.30
O: -0.85 2.85 -1.99
C: -1.82 1.81 -1.53
N: 2.53 1.45 -3.40
Br: 2.67 1.64 -5.28
H: 7.25 -1.57 -0.43
H: 5.17 0.67 -4.03
H: 1.41 2.28 0.60
H: -0.38 2.56 -4.94
H: -2.26 2.15 -0.49
H: -2.67 1.64 -2.35
H: -1.29 0.75 -1.39
C: 11.83 0.12 -0.29
C: 10.84 0.45 -1.36
O: 9.89 -0.59 -1.25
C: 9.98 -1.08 0.02
O: 9.19 -1.88 0.50
O: 11.06 -0.57 0.67
H: 12.29 1.01 0.15
H: 12.62 -0.54 -0.65
H: 10.33 1.41 -1.18
H: 11.29 0.47 -2.35
C: -6.67 -0.08 -0.30
C: -6.06 1.29 -0.26
O: -4.71 1.05 -0.61
C: -4.69 -0.11 -1.33
O: -3.72 -0.53 -1.94
O: -5.89 -0.75 -1.28
H: -7.72 -0.05 -0.60
H: -6.58 -0.61 0.65
H: -6.50 1.97 -0.99
H: -6.13 1.74 0.73
C: -3.82 1.27 4.45
C: -3.12 1.06 3.14
O: -4.15 0.58 2.30
C: -5.33 1.02 2.82
O: -6.41 0.93 2.26
O: -5.15 1.56 4.06
H: -3.39 2.10 5.02
H: -3.82 0.37 5.07
H: -2.73 2.00 2.72
H: -2.31 0.34 3.21
C: -4.33 5.66 -1.83
C: -5.32 5.99 -2.90
O: -6.26 4.94 -2.80
C: -6.18 4.45 -1.53
O: -6.97 3.66 -1.04
O: -5.10 4.97 -0.87
H: -3.87 6.55 -1.40
H: -3.53 4.99 -2.19
H: -5.82 6.94 -2.72
H: -4.87 6.01 -3.90
C: 2.01 -2.47 -0.32
C: 0.65 -2.17 -0.87
O: -0.16 -3.20 -0.33
C: 0.47 -3.64 0.80
O: -0.03 -4.40 1.61
O: 1.72 -3.12 0.91
H: 2.60 -1.57 -0.16
H: 2.57 -3.16 -0.96
H: 0.27 -1.20 -0.53
H: 0.63 -2.19 -1.96
C: 0.21 -6.53 4.40
C: -1.15 -6.23 3.84
O: -1.96 -7.26 4.38
C: -1.33 -7.70 5.51
O: -1.83 -8.46 6.32
O: -0.08 -7.18 5.62
H: 0.80 -5.63 4.56
H: 0.77 -7.22 3.76
H: -1.53 -5.26 4.19
H: -1.17 -6.25 2.75

Results
Electronic energy in eV: -144014.2217
LUMO in eV: -5.3
Net charge: +1
Kohn-Sham gap in eV: 6.356

---

Record 10
# C5H7ClO3S

A single C5H7ClO3S molecule in a non-equilibrium geometry (ωB97M-V/def2-TZVPD, the Open Molecules 2025 dataset).

Element x y z (Å)
C: 1.22 1.01 -0.08
C: 0.57 -0.03 -0.49
C: -0.90 0.02 -0.56
C: -1.29 2.19 -0.83
C: 1.29 -1.34 -0.56
O: -0.24 2.38 1.59
O: 0.73 3.77 -0.22
O: -2.46 2.30 -0.06
S: 0.14 2.51 0.17
Cl: -1.75 -0.89 -1.76
H: 2.30 1.00 -0.09
H: -1.40 0.01 0.46
H: -1.36 2.33 -1.86
H: 1.09 -1.81 0.32
H: 2.34 -1.37 -0.90
H: 0.68 -1.88 -1.31
H: -2.29 2.07 0.80

Results
Energy above the lowest of the compared OMol25 structures with the same formula, charge and spin in kJ/mol: 133.25
Electronic energy in eV: -34794.2766
LUMO in eV: -0.4
Kohn-Sham gap in eV: 8.627

---

Record 11
# C4H7OP

A single C4H7OP molecule in a non-equilibrium geometry (ωB97M-V/def2-TZVPD, the Open Molecules 2025 dataset).

Element x y z (Å)
C: -0.92 -0.20 -0.13
C: 0.23 0.42 -0.13
C: -1.45 -1.34 0.75
C: 0.73 1.52 -0.88
O: 2.96 -0.55 0.61
P: 1.77 -0.23 1.39
H: -1.59 0.13 -0.99
H: -1.11 -2.17 0.28
H: -0.84 -1.29 1.59
H: -2.56 -1.47 0.80
H: 0.08 1.82 -1.63
H: 1.10 2.26 -0.20
H: 1.59 1.11 -1.46

Results
Multiplicity: 3
Energy above the lowest of the compared OMol25 structures with the same formula, charge and spin in kJ/mol: 44.88
Electronic energy in eV: -15593.7992
LUMO (alpha / beta) in eV: 0.9 / -2.2
Kohn-Sham gap (alpha / beta) in eV: 7.839 / 7.690